# C17H32Cl4O8S4

A 5-piece molecular cluster, C17H32Cl4O8S4 overall (ωB97M-V with the def2-TZVPD basis set, OMol25).

The geometry in XYZ format:
```
65
C17H32Cl4O8S4 (ωB97M-V with the def2-TZVPD basis set)
H 5.71 0.26 -0.87
H -0.83 2.45 -0.62
H -1.26 -1.68 -2.77
H 4.59 1.29 -1.92
S -1.77 -0.99 -0.67
H 0.73 4.44 -1.68
H 3.79 1.93 0.10
H -0.37 4.64 -0.32
H 3.00 -2.44 4.35
O -0.99 0.14 -1.11
H -3.48 -0.82 -3.18
C -3.48 -0.47 -0.44
S 2.58 -2.92 2.08
O 3.42 -3.87 1.41
H 0.49 -2.27 1.49
C 2.44 -3.28 3.86
H -1.86 -3.07 -1.70
C 3.81 0.81 -0.02
H 2.94 -4.22 4.02
H 0.66 -3.72 5.08
H 4.36 -1.76 -1.17
H -3.26 5.43 -1.32
C 4.70 0.39 -1.23
C 0.95 -3.26 1.66
C -3.44 -1.72 -2.53
H -0.47 2.31 -2.34
C 2.34 0.37 -0.19
C -4.29 -1.48 -1.31
S 2.27 -0.71 -1.65
H 0.60 -2.20 4.24
C 0.97 -3.22 4.13
O 1.82 0.10 -2.76
H -3.60 0.53 -0.81
H -3.19 5.05 -2.98
H 1.94 -0.22 0.63
H 4.42 -1.34 -2.78
H -3.85 -2.54 -3.10
S -2.63 3.03 -1.91
H -0.92 6.29 -2.06
C -0.83 2.95 -1.55
H -5.25 -1.10 -1.58
Cl 0.40 2.03 4.84
H -3.61 -0.45 0.61
C 0.27 -3.89 2.92
Cl -1.89 0.32 4.86
C -1.18 5.25 -2.25
C -2.62 4.86 -2.03
H 0.44 -4.97 2.90
H 0.87 -3.81 0.72
H -4.33 -2.41 -0.77
O 1.65 -1.99 -1.39
O -3.47 2.50 -0.87
O -2.93 2.52 -3.23
H 4.18 0.37 0.85
C -0.33 4.35 -1.40
H 1.60 1.16 -0.32
Cl -2.13 3.04 3.65
H -0.85 5.03 -3.29
C -1.07 1.68 3.96
O 2.85 -1.50 1.98
Cl -0.55 1.09 2.31
H -0.80 -3.70 2.91
C -2.04 -2.05 -2.08
C 4.17 -0.87 -1.83
O -1.38 -1.70 0.51
```

The energy above the lowest of the compared OMol25 structures with the same formula, charge and spin comes out at 0.0 kJ/mol. The value obtained for the gap between HOMO and LUMO is 9.7 eV. As for the spin multiplicity: 1. As for the structure (SMILES): ClC(Cl)(Cl)Cl.O=S1(=O)CCCC1.O=S1(=O)CCCC1.O=S1(=O)CCCC1.O=S1(=O)CCCC1. The calculation puts the strongest force on any atom at 3.397 eV Å⁻¹. The value obtained for the total energy is -4702.2972 Eh. The value obtained for the HOMO energy is -9.64 eV.